<i>
11
Properties=species:S:1:pos:R:3 method="wB97M-V/def2-TZVPD" multiplicity=1 orbital_gap_ha=0.313 e_lumo_ev=0.29 molar_mass_g_mol=103.150 homo_ev=-8.23
S -2.648 -0.609 0.323
N -0.349 0.833 -0.385
N 1.656 -0.029 0.679
N 0.317 -1.402 -0.748
C -1.677 0.573 -0.353
C 0.567 -0.283 -0.239
H 1.395 0.790 1.306
H 1.804 -1.130 1.126
H 1.084 -1.966 -0.606
H 0.105 1.762 -0.568
H -2.254 1.461 -0.536

***

<ii>
11
Properties=species:S:1:pos:R:3 method="wB97M-V/def2-TZVPD" multiplicity=1 smiles="CSNN=C=N" orbital_gap_ha=0.348 e_lumo_ev=0.83 molar_mass_g_mol=103.150 homo_ev=-8.65
S 1.209 0.152 0.233
N 0.480 -1.829 -1.227
N -0.703 -2.307 0.814
N 1.168 -0.640 -1.282
C -0.003 -2.246 -0.165
C -0.184 1.264 0.076
H -0.425 1.878 0.960
H -0.657 -3.007 1.578
H -1.197 0.904 -0.139
H 2.089 -0.693 -1.617
H -0.011 1.942 -0.658

***

Energy ordering: <i> at the bottom, the next structure 121.8 kJ/mol above.

***

<i>
62
Properties=species:S:1:pos:R:3 method="wB97M-V/def2-TZVPD" multiplicity=1 charge=+3 orbital_gap_ha=0.077 e_lumo_ev=-13.79 molar_mass_g_mol=531.942 homo_ev=-15.88
Hf 22.788 -8.181 -25.582
F 22.682 -8.608 -27.765
O 24.983 -11.454 -27.250
O 20.722 -9.400 -25.906
O 23.618 -6.254 -26.769
O 21.745 -9.069 -33.908
O 23.287 -6.236 -24.120
O 19.056 -10.120 -30.290
O 21.312 -7.986 -23.630
N 21.261 -7.941 -30.484
N 20.562 -11.777 -27.370
C 24.231 -5.181 -26.054
C 19.255 -10.379 -28.913
C 23.592 -4.943 -24.708
C 21.065 -8.497 -32.829
C 19.713 -9.432 -24.861
C 21.007 -9.064 -35.103
C 20.399 -11.399 -28.781
C 22.033 -8.332 -31.654
C 19.938 -8.400 -23.802
C 25.645 -10.988 -28.416
C 18.222 -9.002 -30.575
C 22.630 -9.685 -31.352
C 20.200 -12.669 -29.619
H 25.276 -5.468 -25.913
H 23.324 -6.088 -23.163
H 19.348 -7.515 -24.045
H 19.998 -9.485 -35.077
H 22.677 -4.351 -24.778
H 20.228 -9.133 -32.517
H 19.514 -8.812 -22.886
H 20.566 -10.186 -26.519
H 19.577 -10.434 -24.452
H 22.784 -7.568 -31.864
H 18.737 -8.121 -30.177
H 19.494 -9.416 -28.440
H 18.803 -9.280 -25.445
H 23.780 -6.038 -27.702
H 25.423 -11.633 -29.270
H 19.784 -12.386 -27.111
H 21.857 -10.383 -31.030
H 21.529 -9.662 -35.851
H 21.777 -8.244 -29.658
H 20.448 -8.547 -30.357
H 21.287 -12.487 -27.276
H 21.302 -10.881 -29.107
H 20.131 -12.445 -30.683
H 24.184 -4.233 -26.592
H 21.311 -7.388 -22.870
H 26.716 -10.938 -28.217
H 17.244 -9.039 -30.090
H 19.345 -13.258 -29.281
H 21.034 -13.370 -29.535
H 18.322 -10.744 -28.467
H 20.672 -7.516 -33.123
H 20.918 -8.096 -35.607
H 18.068 -8.863 -31.641
H 24.277 -4.305 -24.147
H 23.401 -9.635 -30.580
H 23.048 -10.107 -32.271
H 25.531 -12.123 -26.827
H 25.203 -10.007 -28.602

***

<ii>
62
Properties=species:S:1:pos:R:3 method="wB97M-V/def2-TZVPD" multiplicity=1 charge=+3 orbital_gap_ha=0.258 e_lumo_ev=-9.95 molar_mass_g_mol=531.942 homo_ev=-16.97
Hf -0.618 -1.087 0.435
F -0.670 0.662 0.222
O -2.343 -0.237 0.527
O 1.294 -0.451 0.720
O -1.277 -2.653 1.293
O -1.402 -0.357 -1.094
O 3.188 0.948 -3.883
O -0.907 -2.787 -0.318
O -1.454 2.522 0.102
N 0.211 0.774 -1.482
N -0.977 -0.651 2.097
C 2.058 2.228 -1.157
C -2.700 -2.344 1.639
C 4.231 0.029 -4.304
C 0.041 0.259 2.601
C 1.397 -0.278 2.166
C 0.014 0.532 4.096
C 1.344 1.363 -2.156
C -2.994 -0.813 1.578
C 2.181 0.355 -2.993
C -1.420 2.968 1.439
C -1.530 -1.314 -2.155
C -1.789 -2.634 -1.469
C 2.167 0.364 -0.005
H -2.297 -1.024 -2.873
H 5.072 0.489 -4.824
H 0.208 -0.359 4.693
H -0.743 -3.730 -0.390
H 3.174 0.071 0.291
H 2.821 1.730 -0.559
H -0.067 1.424 -0.760
H -1.665 4.022 1.574
H 1.500 -0.228 -3.613
H 2.638 2.983 -1.687
H 2.570 -0.299 -2.212
H -1.750 -0.287 2.636
H 0.938 1.003 4.433
H -2.784 -2.653 -1.025
H 3.692 -0.767 -4.816
H -1.139 -3.593 1.432
H -2.895 -2.624 2.675
H -2.483 -0.480 2.481
H 0.964 2.083 -2.880
H 4.839 -0.378 -3.496
H 2.201 0.421 2.398
H 1.527 -1.150 2.808
H -1.760 -3.479 -2.157
H -0.410 2.830 1.826
H -4.040 -0.507 1.622
H -0.165 1.244 2.183
H -2.061 2.395 2.109
H 2.196 0.215 -1.084
H -0.712 -1.439 2.671
H -1.753 0.482 -1.402
H 1.446 2.951 -0.617
H -3.449 -2.782 0.979
H -1.122 1.627 -0.004
H -0.888 1.110 4.300
H -0.570 -1.428 -2.659
H 2.278 1.443 0.105
H -0.442 0.824 -2.251
H -2.908 0.463 0.193

***

Energy ordering: <i> at the bottom, the next structure 2715.1 kJ/mol above.

***

<i>
10
Properties=species:S:1:pos:R:3 method="wB97M-V/def2-TZVPD" multiplicity=1 charge=+1 orbital_gap_ha=0.386 e_lumo_ev=-5.36 molar_mass_g_mol=47.081 homo_ev=-15.85
N 0.632 -0.249 -0.794
N -1.668 0.026 0.676
C 1.836 -0.107 -0.359
H -1.654 0.808 1.329
H 0.578 0.073 -1.753
H -0.197 -0.104 -0.097
H -2.541 0.175 0.190
H 2.146 -0.175 0.673
H -1.638 -0.843 1.187
H 2.507 0.397 -1.052

***

<ii>
10
Properties=species:S:1:pos:R:3 method="wB97M-V/def2-TZVPD" multiplicity=1 charge=+1 orbital_gap_ha=0.401 e_lumo_ev=-5.14 molar_mass_g_mol=47.081 homo_ev=-16.05
N 0.266 0.834 -0.283
N -1.246 -1.038 0.902
C 1.348 0.444 -0.826
H 0.188 1.830 -0.101
H 1.748 -0.541 -0.603
H -1.107 -1.934 1.355
H -0.433 0.104 0.163
H 1.907 1.198 -1.371
H -1.811 -0.468 1.524
H -1.846 -1.289 0.112

***

Energy ordering: <ii> at the bottom, the next structure 10.3 kJ/mol above.

***

<i>
15
Properties=species:S:1:pos:R:3 method="wB97M-V/def2-TZVPD" multiplicity=1 charge=+1 orbital_gap_ha=0.381 e_lumo_ev=-4.72 molar_mass_g_mol=63.120 homo_ev=-15.09
O -2.854 -1.282 -0.019
C 1.361 -0.035 -0.061
C 2.043 1.318 0.213
C -0.192 0.002 -0.033
H 1.664 -0.530 -0.984
H 1.778 2.023 -0.571
H 1.582 1.772 1.099
H -0.597 0.291 0.938
H -3.654 -0.988 0.422
H -0.587 0.666 -0.802
H 3.091 1.038 0.310
H -1.847 -1.144 -0.049
H -3.103 -1.327 -0.954
H 1.677 -0.712 0.743
H -0.362 -1.092 -0.254

***

<ii>
15
Properties=species:S:1:pos:R:3 method="wB97M-V/def2-TZVPD" multiplicity=1 charge=+1 orbital_gap_ha=0.396 e_lumo_ev=-4.87 molar_mass_g_mol=63.120 homo_ev=-15.65
O 2.420 -0.894 0.186
C -0.505 0.283 0.473
C 0.047 0.700 -0.886
C -1.981 -0.186 0.348
H 3.014 -0.739 -0.588
H -2.066 -1.245 0.530
H -2.413 0.049 -0.610
H -2.582 0.288 1.128
H 0.004 -0.185 -1.511
H -0.495 1.086 1.212
H 1.076 1.048 -0.847
H 0.031 -0.550 0.954
H -0.605 1.454 -1.303
H 2.594 -0.321 0.962
H 1.459 -0.787 -0.049

***

Energy ordering: <ii> at the bottom, the next structure 36.5 kJ/mol above.